157
Properties=species:S:1:pos:R:3:forces:R:3 method="wB97M-V/def2-TZVPD" e_lumo_ev=-3.8 e_homo_ev=-11.076 charge=+1 gap_ev=7.25
C -3.93990 -2.48602 2.05076 0.1 -0.9 -0.6
C -2.94425 -3.45713 1.25784 -1.8 0.7 1.2
O -1.61342 -3.00208 1.54977 -0.4 0.3 -1.6
C -0.79804 -2.88589 0.37462 0.9 -0.8 0.0
C 0.30089 -1.71727 0.50388 -1.0 -1.2 1.3
C 1.63192 -2.28614 -0.12565 1.0 1.2 0.0
C 2.38166 -1.31303 -1.13474 0.6 -0.5 -0.4
C 2.68328 -1.99099 -2.55496 0.1 1.8 0.1
C 3.59163 -0.95373 -3.36814 0.2 -1.0 -0.7
C 3.63025 -1.28890 -4.92284 0.3 1.0 -0.5
C 2.55278 -0.45670 -5.77876 0.4 -0.5 0.3
C 3.23155 0.35846 -6.95121 0.1 -0.2 -0.5
C 3.74607 -0.56162 -8.13576 -0.6 -0.7 -0.1
C 2.65962 -0.85741 -9.24557 0.4 0.2 0.5
O 1.38246 -1.25280 -8.68946 0.4 -0.2 -1.2
C 0.48266 -1.47734 -9.78971 -0.6 -0.2 -0.6
C 0.46022 -1.16833 1.99754 0.6 -1.4 0.8
N -0.49889 -0.04420 2.10758 -2.4 0.2 -2.1
C -1.26854 0.00970 0.91600 3.3 -1.3 1.9
N -2.48146 0.45671 0.69735 1.5 -0.5 -0.8
C -2.97855 0.40205 -0.72263 -1.2 -0.3 -0.9
C -4.55963 0.62573 -0.81040 1.6 0.1 0.0
C -4.96482 1.16812 -2.24285 -1.1 0.1 0.4
C -5.26870 2.73549 -2.27098 0.0 -0.6 -1.2
C -4.02154 3.62138 -2.67482 0.1 -0.1 0.2
C -3.03869 3.99780 -1.48634 -0.1 0.8 -0.2
C -3.73990 4.33496 -0.11117 -0.1 0.3 -0.3
C -2.70473 4.81967 0.98823 0.0 -0.1 -0.8
C -1.38535 3.93293 1.08660 -0.2 0.3 0.8
C -0.95514 3.68768 2.60160 0.0 0.8 -0.7
O 0.23861 4.48600 2.86343 0.2 -2.4 0.7
C 1.22444 3.58087 3.39762 0.6 -0.4 0.3
N -0.36393 -0.54321 -0.10792 -1.8 1.7 -0.2
H -3.60219 -2.36926 3.11789 -0.3 0.0 -1.1
H -4.94447 -2.99021 2.06140 0.8 0.7 0.0
H -4.03196 -1.49367 1.52665 0.1 -1.0 0.7
H -3.16669 -4.49808 1.63626 0.8 0.9 -0.4
H -3.22112 -3.44122 0.16802 0.6 0.1 0.9
H -1.37471 -2.67286 -0.57349 0.3 -0.1 1.1
H -0.31027 -3.89783 0.21662 -0.2 1.2 0.2
H 2.34481 -2.45667 0.74221 -1.0 0.0 -0.9
H 1.52551 -3.28255 -0.63097 -0.4 1.0 0.5
H 1.84263 -0.35435 -1.36767 0.3 -0.9 0.4
H 3.36971 -1.00875 -0.66628 -1.1 -0.3 -0.6
H 1.72472 -2.06257 -3.16022 0.9 -0.3 0.9
H 3.19111 -2.99189 -2.43600 -0.6 1.0 -0.3
H 4.66122 -0.98563 -3.00351 -1.2 0.1 -0.1
H 3.20459 0.10705 -3.27304 0.4 -1.2 0.1
H 4.64287 -0.95521 -5.31118 -1.0 -0.5 0.5
H 3.54093 -2.38687 -5.15561 0.1 1.0 0.5
H 1.79210 -1.18871 -6.18815 0.7 1.1 0.4
H 2.05800 0.25623 -5.05318 0.3 -0.7 -1.0
H 2.50879 1.10195 -7.40879 0.7 -0.7 0.7
H 4.13111 0.92636 -6.56350 -1.1 -0.5 -0.2
H 4.07470 -1.57131 -7.73558 -0.3 1.2 -0.3
H 4.64100 -0.12339 -8.67134 -1.0 -0.3 0.6
H 2.46647 0.06497 -9.86993 0.5 -0.9 0.4
H 3.04923 -1.71782 -9.87110 -0.4 1.1 0.3
H -0.24396 -2.31057 -9.55302 0.8 1.0 0.0
H 1.03186 -1.78343 -10.73255 -0.5 0.3 1.1
H -0.10625 -0.54666 -10.04844 0.6 -0.8 0.4
H 0.15340 -1.85667 2.83449 0.4 0.1 -1.2
H 1.54406 -0.93128 2.17829 -1.1 0.5 -0.2
H -0.97269 0.09964 2.99866 0.2 -0.1 -0.3
H -3.01912 0.84933 1.46949 0.1 -0.1 -0.4
H -2.76458 -0.63523 -1.11870 0.0 1.3 0.5
H -2.41564 1.14286 -1.36118 -0.6 -0.7 0.9
H -4.80340 1.40029 -0.02428 -0.2 -1.0 -0.8
H -5.01517 -0.38347 -0.57477 0.2 1.4 -0.2
H -5.93550 0.65255 -2.52054 1.1 0.5 0.3
H -4.22706 0.89878 -3.05227 -0.6 0.2 1.0
H -6.03740 2.87513 -3.09466 0.8 -0.1 1.0
H -5.78180 3.03957 -1.32001 0.6 -0.1 -0.9
H -3.39520 3.06699 -3.44505 -0.9 0.5 0.8
H -4.39162 4.54558 -3.21391 0.4 -0.9 0.9
H -2.50144 4.94714 -1.80686 -0.4 -1.1 0.4
H -2.23173 3.21750 -1.38464 -0.9 0.7 0.0
H -4.40396 3.48661 0.24907 1.0 0.8 -0.3
H -4.45872 5.19117 -0.31713 0.7 -1.0 0.3
H -3.20173 4.89431 1.99345 0.4 0.0 -1.0
H -2.38500 5.86285 0.68905 -0.5 -1.1 0.5
H -1.47774 2.92739 0.58446 -0.1 1.1 0.3
H -0.54223 4.51415 0.60440 -0.8 -1.0 0.4
H -0.73442 2.58708 2.76468 -0.3 1.3 0.0
H -1.74147 4.05944 3.32229 0.6 -0.6 -0.7
H 0.84193 3.03003 4.31062 0.3 0.7 -0.8
H 2.16473 4.12127 3.70403 -1.1 -0.4 -0.5
H 1.46712 2.79915 2.61441 0.0 0.8 0.8
H 0.21976 0.29871 -0.25270 0.3 -0.9 -0.4
C 3.03363 5.97856 6.68317 -0.2 0.3 -0.4
O 2.72754 5.63117 8.03237 3.1 1.0 1.2
P 3.73194 4.43947 8.74603 -5.9 -6.9 0.1
O 3.34184 3.35066 7.74514 1.2 1.4 0.0
O 2.77197 4.42156 10.07151 1.0 0.2 -0.2
C 1.37949 4.18119 9.92114 -0.5 0.4 -0.1
O 4.91120 3.50216 9.55175 1.4 3.7 -0.6
C 4.56270 2.19518 9.96902 -0.5 -0.5 0.1
H 2.62703 6.97122 6.48230 0.0 -0.1 0.2
H 4.11130 5.99796 6.52003 -0.1 0.0 -0.2
H 2.56501 5.26456 6.00604 0.1 -0.1 0.1
H 1.16349 3.58563 9.03146 0.2 0.1 0.0
H 0.84883 5.13215 9.86250 -0.1 -0.1 0.0
H 1.03124 3.63995 10.80083 0.2 0.0 0.1
H 4.34916 1.55211 9.11519 -0.1 0.2 -0.1
H 3.71261 2.21269 10.65370 0.0 0.0 -0.1
H 5.42219 1.78074 10.49894 0.1 0.3 0.0
C -5.13435 -11.48567 -0.91384 -0.2 -0.5 0.1
O -5.54428 -10.13396 -1.12567 2.0 0.5 -2.8
P -4.30475 -8.95274 -1.05952 -2.3 3.4 8.0
O -3.94642 -9.24510 0.39707 0.4 -0.6 -1.7
O -5.42663 -7.76637 -1.18388 0.9 -0.2 -0.6
C -6.50119 -7.72442 -0.25406 -0.6 -0.3 0.0
O -3.04472 -7.82455 -1.30807 -0.2 -2.2 -3.1
C -2.87178 -6.79428 -0.35861 -0.2 0.3 0.5
H -5.88055 -12.14395 -1.36162 0.0 0.2 -0.1
H -4.16790 -11.67979 -1.37876 -0.1 -0.1 0.1
H -5.08260 -11.68940 0.15526 0.1 0.1 0.0
H -6.23100 -8.18106 0.70056 0.1 -0.1 -0.1
H -7.36703 -8.23801 -0.67303 0.0 0.0 0.1
H -6.76291 -6.67977 -0.08373 0.1 0.0 -0.1
H -2.58804 -7.19669 0.61450 -0.2 -0.1 0.0
H -3.77433 -6.18479 -0.26971 0.0 -0.1 0.0
H -2.05800 -6.15417 -0.70787 0.0 -0.2 -0.3
C -3.21800 10.71373 5.47542 -0.1 0.3 0.4
O -2.53527 10.70695 4.22157 -2.5 -1.9 -1.6
P -2.10763 9.16530 3.60586 8.9 0.6 1.6
O -1.19596 8.82208 4.78388 -1.8 -0.1 -0.4
O -1.28405 9.87951 2.38483 -0.9 -0.7 0.0
C -0.27177 10.83053 2.68915 0.0 0.7 0.1
O -1.96489 7.64011 2.84593 -3.8 1.2 -0.1
C -0.66631 7.10073 2.65683 0.6 0.4 0.0
H -3.77044 11.65108 5.55961 0.0 -0.1 -0.2
H -3.92011 9.88277 5.54422 0.0 0.1 0.2
H -2.49340 10.65913 6.28739 0.0 -0.2 -0.1
H 0.17084 10.65290 3.67157 -0.1 -0.1 0.0
H -0.69268 11.83590 2.65394 0.1 0.0 0.1
H 0.50798 10.75107 1.93166 -0.1 -0.1 -0.1
H -0.18193 6.89203 3.60904 -0.1 0.2 0.0
H -0.04652 7.76802 2.05300 0.0 0.1 0.1
H -0.77438 6.16425 2.12370 -0.3 0.3 0.0
C 7.06645 -6.82131 -5.74307 0.4 -0.1 -0.4
O 6.17037 -7.35948 -4.77018 -2.6 2.2 -0.8
P 5.64032 -6.27462 -3.55375 5.0 -3.5 6.7
O 7.04317 -6.03278 -2.99810 -1.1 0.7 -1.4
O 4.89123 -7.50533 -2.77760 -0.4 1.0 -0.4
C 5.63777 -8.66315 -2.42290 0.2 -0.6 -0.3
O 4.87158 -5.13245 -2.53939 -1.6 0.4 -3.5
C 5.14508 -5.16549 -1.15119 0.3 -0.3 0.5
H 7.01014 -7.44023 -6.64004 -0.1 0.0 0.1
H 6.79505 -5.79800 -6.00258 0.2 -0.1 -0.1
H 8.08558 -6.85180 -5.35880 -0.1 0.1 0.1
H 6.69660 -8.43661 -2.28120 -0.1 0.1 -0.1
H 5.52653 -9.42120 -3.19877 0.1 0.0 0.1
H 5.23335 -9.05559 -1.48994 -0.1 0.2 0.0
H 6.19051 -4.93237 -0.94949 0.0 -0.1 -0.2
H 4.88128 -6.13293 -0.71963 0.1 0.0 -0.1
H 4.52919 -4.39767 -0.67625 -0.1 0.0 -0.3